Formula: C9H7BrCl2O
Source: the OMol25 dataset
Level of theory: ωB97M-V/def2-TZVPD

Each line ends with the Löwdin charge.
Atoms and positions in Å:
C 2.33533 0.85495 -0.56272  -0.02
C 2.51904 -0.55712 -0.79310  -0.08
C 1.03145 1.27337 -0.10949  -0.03
C 1.57992 -1.44670 -0.31666  -0.07
C 0.07674 0.41575 0.30943  -0.16
C 0.31699 -1.04865 0.15023  -0.27
C -1.27314 0.85154 0.74070  -0.50
C -0.57215 -1.93118 0.71178  -0.47
C -2.27772 0.34096 -0.30661  -1.01
O -1.38264 2.25295 0.90769  -0.05
Cl -0.37005 -3.66006 0.52500  0.63
Cl -2.41553 1.41308 -1.62828  0.72
Br -3.93879 -0.29404 0.42297  0.72
H 3.22413 1.39450 -0.88011  0.10
H 3.44268 -0.94271 -1.14508  0.09
H 0.80767 2.33590 -0.15079  0.12
H 1.72756 -2.48891 -0.65496  0.10
H -1.57473 0.27766 1.68036  0.14
H -1.53013 -1.49266 1.10467  0.04
H -1.72663 2.45136 -0.00503  0.02

Output
- Spin multiplicity: 1
- Gap between HOMO and LUMO (alpha / beta): 6.30 / 7.94 eV



Formula: C54H46Cl2F12MgN4O4
Source: the OMol25 dataset
Level of theory: ωB97M-V/def2-TZVPD

Each line ends with the Löwdin charge.
Atoms and positions in Å:
Mg -0.36947 1.64808 -0.08445  0.71
C -2.94365 -4.14446 -2.89831  -0.02
C -1.57492 -3.46878 -2.68411  -0.30
C 0.51938 -3.51875 -1.50777  0.01
C 0.78222 -2.22881 -1.34447  0.00
C -0.16107 -1.13558 -0.85372  -0.33
N 0.54772 0.05671 -0.58572  0.00
C 1.83192 0.09033 -0.10997  -0.23
C 2.40306 -0.93720 0.67332  -0.02
C 3.72437 -0.90959 1.06985  -0.06
C 4.56406 0.12424 0.67323  -0.30
C 6.02156 0.14208 1.06159  -0.07
C 4.01249 1.16150 -0.07055  0.00
C 2.66815 1.20901 -0.41869  -0.04
C 2.04656 2.45335 -1.08920  -0.34
O 0.91194 2.88963 -0.49969  -0.15
C 1.83532 2.15258 -2.62090  -0.52
F 1.53237 3.26612 -3.32523  0.14
F 0.87136 1.28449 -2.87501  0.16
F 2.95902 1.63972 -3.19237  0.11
C 3.02318 3.69077 -1.13186  -0.51
F 2.35188 4.81686 -1.42086  0.14
F 4.02275 3.61385 -2.05205  0.12
F 3.64970 3.93611 0.04058  0.12
C -1.34227 -0.94702 -1.84557  0.00
C -1.86114 -1.96918 -2.54164  0.04
C -2.09069 0.43278 -1.99199  -0.31
O -1.65386 1.52418 -1.33585  -0.17
C -3.59919 0.31545 -1.52759  -0.52
F -3.68233 0.45177 -0.19647  0.13
F -4.31805 1.35646 -2.04010  0.11
F -4.30059 -0.78627 -1.85380  0.13
C -2.16275 0.79207 -3.53947  -0.51
F -1.12354 0.33270 -4.25127  0.14
F -2.19520 2.11803 -3.72723  0.15
F -3.26660 0.29846 -4.17160  0.12
H -2.81662 -5.22268 -2.96351  0.08
H -3.40054 -3.78946 -3.82188  0.05
H -3.62074 -3.90875 -2.07205  0.09
H 1.29947 -4.18007 -1.86828  0.13
H 1.77718 -1.86726 -1.57070  0.12
H 1.76534 -1.76039 0.96489  0.11
H 4.11665 -1.71254 1.68749  0.10
H 6.53675 -0.74691 0.68940  0.07
H 6.13928 0.16528 2.14898  0.07
H 6.51476 1.02174 0.64680  0.07
H 4.68214 1.95114 -0.38106  0.11
H -2.68219 -1.72080 -3.20317  0.12
C -3.61453 1.11637 3.90329  -0.03
C -3.08023 -0.09832 4.60846  -0.20
C -3.91417 -1.02039 5.21497  -0.05
C -3.39443 -2.12632 5.86968  -0.09
C -2.02516 -2.31698 5.90614  -0.06
C -1.15548 -1.41113 5.31379  -0.23
C 0.33212 -1.65049 5.32998  -0.03
C -1.68951 -0.28866 4.66975  -0.22
N -0.90299 0.67131 4.03857  0.19
C -0.23486 1.50017 4.72201  -0.24
C -0.18684 1.41966 6.23490  -0.02
C 0.40909 2.66896 4.08653  -0.23
C 0.93802 3.70412 5.05460  -0.03
N 0.39697 2.86114 2.82030  0.20
C 0.87167 4.10028 2.37628  -0.22
C 2.16348 4.56390 2.65249  -0.25
C 3.22323 3.66285 3.23277  -0.04
C 2.49344 5.87460 2.32567  -0.06
C 1.58572 6.70626 1.70415  -0.08
C 0.33613 6.21224 1.35886  -0.04
C -0.03191 4.91698 1.67191  -0.20
C -1.37772 4.38547 1.27330  -0.01
H -4.68587 1.02659 3.73063  0.08
H -3.10487 1.22620 2.94556  0.08
H -3.42321 2.02207 4.48769  0.08
H -4.98755 -0.88240 5.15488  0.11
H -4.05625 -2.84900 6.33047  0.09
H -1.61626 -3.19805 6.38845  0.10
H 0.54344 -2.71198 5.45559  0.08
H 0.82198 -1.11442 6.14941  0.07
H 0.77088 -1.31036 4.39262  0.08
H -0.70542 0.52420 6.56573  0.07
H -0.68102 2.27828 6.69154  0.08
H 0.84351 1.38940 6.59272  0.09
H 0.19299 3.92888 5.81699  0.08
H 1.18482 4.62440 4.53461  0.08
H 1.83352 3.33358 5.55674  0.09
H 2.88861 2.62681 3.26157  0.09
H 3.50988 3.97613 4.24102  0.08
H 4.11137 3.70462 2.60349  0.08
H 3.49151 6.23199 2.55319  0.11
H 1.85708 7.72655 1.46306  0.10
H -0.36191 6.84675 0.82547  0.11
H -1.93274 5.14289 0.72433  0.09
H -1.95849 4.06963 2.14139  0.08
H -1.25096 3.52257 0.59599  0.05
Cl -2.49352 -3.73335 -6.44672  0.72
C -1.21489 -2.64746 -6.89158  -0.57
C -1.20388 -2.22092 -8.20740  -0.15
C -0.25989 -1.31296 -8.65373  -0.13
C 0.69383 -0.84636 -7.76155  -0.14
C 0.69101 -1.28089 -6.45609  -0.58
Cl 1.93546 -0.70299 -5.39287  0.74
C -0.27731 -2.18200 -5.93368  -0.29
N -0.26728 -2.47252 -4.61059  0.06
C -0.70739 -3.65803 -3.93746  -0.26
C -0.21616 -4.83985 -4.41386  -0.13
C -0.21989 -6.12511 -3.84807  -0.18
C -0.55165 -6.45284 -2.52162  -0.20
C -0.83898 -5.63359 -1.47338  -0.13
C -0.86079 -4.12630 -1.42458  -0.35
C -1.57897 -3.82117 -0.09247  -0.04
C -1.90794 -2.40505 0.27776  -0.49
O -3.03770 -2.07771 0.52731  0.12
O -0.85965 -1.56233 0.43215  0.04
H -1.96609 -2.59657 -8.87651  0.09
H -0.27042 -0.96530 -9.67791  0.08
H 1.45450 -0.14649 -8.08002  0.09
H 0.29179 -1.84711 -4.04610  0.08
H 0.27993 -4.76334 -5.38131  0.10
H 0.13657 -6.93697 -4.47495  0.05
H -0.55583 -7.51855 -2.29363  0.08
H -1.10069 -6.11564 -0.53550  0.07
H -0.94363 -4.21234 0.70944  0.13
H -2.52286 -4.36461 -0.07461  0.12

Output
- Spin multiplicity: 1
- Total charge: -2
- Gap between HOMO and LUMO: 3.55 eV



Formula: C29H31NO3PRu
Source: the OMol25 dataset
Level of theory: ωB97M-V/def2-TZVPD

Each line ends with the Mulliken spin population.
Atoms and positions in Å:
Ru -0.74108 0.66205 -1.62557  -0.22
C 1.40793 -2.99093 0.39981  0.00
C 1.75476 -1.82697 1.26068  0.01
C 2.15805 -1.98800 2.56337  0.00
C 2.48967 -0.88103 3.34449  0.00
C 2.40470 0.44094 2.86994  0.00
C 1.96936 0.64980 1.60340  0.00
C 1.59963 -0.46670 0.71774  -0.01
P -1.44366 0.86250 0.40497  0.12
C -0.92939 1.46218 2.00380  0.02
C -0.45898 2.78076 2.06978  0.01
C -0.06209 3.32728 3.27563  0.00
C -0.12803 2.55044 4.42372  0.01
C -0.57036 1.23564 4.35919  0.00
C -0.97861 0.65553 3.16213  0.00
C -1.42101 -0.78457 3.17340  0.00
C -2.95517 -0.02534 0.46859  0.01
C -4.05623 0.18017 1.30714  0.01
C -5.20721 -0.53492 1.06674  -0.01
C -5.26152 -1.43608 0.00187  0.02
C -4.17054 -1.65143 -0.82290  -0.02
C -2.98345 -0.96395 -0.58646  -0.01
C -1.71536 -1.17409 -1.33138  0.02
H 2.22605 -3.71406 0.39142  0.00
H 1.18668 -2.69619 -0.62354  0.00
H 0.54182 -3.51340 0.81639  0.00
H 2.24556 -2.98155 2.98439  0.00
H 2.83580 -1.05012 4.35783  0.00
H 2.69203 1.26370 3.50837  0.00
H 1.91254 1.64751 1.18713  0.00
H -0.43344 3.38499 1.16961  0.00
H 0.27519 4.35356 3.32293  0.00
H 0.16566 2.96977 5.37721  0.00
H -0.60599 0.64254 5.26536  0.00
H -0.96860 -1.30897 4.01403  0.00
H -1.15877 -1.31615 2.25649  0.00
H -2.50271 -0.86823 3.28257  0.00
H -4.01494 0.91443 2.10284  0.00
H -6.08056 -0.37961 1.68509  0.00
H -6.18000 -1.97714 -0.18445  0.00
H -4.23447 -2.36433 -1.63485  0.00
H -1.87664 -1.63226 -2.30722  0.00
H -1.08410 -1.85488 -0.75284  0.00
O -0.74267 -0.03585 -3.76856  0.00
C 0.37539 -0.44702 -4.57998  -0.01
C 1.19370 0.76119 -4.98675  0.01
C 1.49399 1.65102 -3.77003  0.00
C 2.16544 0.85682 -2.68499  0.00
C 3.51241 0.55822 -2.87909  0.00
C 4.21226 -0.17744 -1.95399  0.00
C 3.54300 -0.54897 -0.79915  0.00
C 2.21283 -0.21622 -0.64929  0.00
N 1.48354 0.43523 -1.59088  0.00
H -1.31882 0.53982 -4.29218  0.00
H 0.00221 -1.00206 -5.44016  0.00
H 0.94999 -1.13262 -3.95739  0.00
H 0.66597 1.34623 -5.74281  0.00
H 2.12151 0.41855 -5.44957  0.00
H 0.59066 2.13413 -3.40545  0.01
H 2.17208 2.45122 -4.06947  0.00
H 3.99411 0.92505 -3.77537  0.00
H 5.25484 -0.42423 -2.10198  0.00
H 4.05287 -1.06944 0.00153  0.00
H 0.49342 -0.38702 0.51955  0.02
O -2.45530 1.45261 -2.24157  0.49
O -1.61593 2.30789 -2.71128  0.51

Output
- Spin multiplicity: 2
- Total charge: +2
- Expectation value of S²: 0.808
- Gap between HOMO and LUMO (alpha / beta): 5.67 / 5.87 eV